#i
11
Properties=species:S:1:pos:R:3 method="wB97M-V/def2-TZVPD" orbital_gap_ev=10.36 lumo_energy_ev=0.2 smiles="C=C/C=N/F.Br" multiplicity=1 homo_energy_ha=-0.3732
C -2.7061 0.4028 -0.0211
C -1.6926 -0.3997 -0.3236
C -0.3373 -0.0135 -0.1900
N 0.6602 -0.7633 -0.0075
F 1.7599 0.0068 0.2678
H -3.7536 0.2226 0.0342
H -2.3917 1.2877 0.4269
H -1.7923 -1.5610 -0.5089
H -0.0741 1.0844 -0.1689
Br 5.5218 0.2799 -0.1075
H 4.8058 -0.5467 0.5985

#ii
11
Properties=species:S:1:pos:R:3 method="wB97M-V/def2-TZVPD" orbital_gap_ev=10.27 lumo_energy_ev=0.6 multiplicity=1 homo_energy_ha=-0.3551
C -0.2762 0.6513 -0.0781
C -1.1279 -0.5721 -0.0344
C 1.5775 -0.8552 0.0509
N 1.1190 0.3674 0.1710
F 3.0124 -0.8761 -0.0798
Br -2.9862 -0.1093 0.0043
H -0.3699 0.8749 -1.1217
H -0.6240 1.6133 0.5704
H -0.9986 -1.0794 0.8902
H -0.9500 -1.2684 -0.8124
H 1.6238 1.2536 0.4398

Preferred: #ii; penalty for the next structure: 26.9 kcal/mol.

#i
11
Properties=species:S:1:pos:R:3 method="wB97M-V/def2-TZVPD" orbital_gap_ev=9.37 lumo_energy_ev=0.3 smiles="C=C(C#N)SC" multiplicity=1 homo_energy_ha=-0.3328
C 0.7079 -0.8511 -1.8395
C 0.4542 -0.2211 -0.6571
C 1.1466 -0.7906 0.5652
N 1.7549 -1.0440 1.5110
S -0.4055 1.3152 -0.4851
C -1.1363 1.0637 1.1298
H 0.3890 -0.5048 -2.8983
H 1.1762 -1.8635 -1.7606
H -0.3894 0.8163 1.9196
H -1.8615 0.2275 1.0986
H -1.8362 1.8523 1.4163

#ii
11
Properties=species:S:1:pos:R:3 method="wB97M-V/def2-TZVPD" orbital_gap_ev=9.32 lumo_energy_ev=0.9 smiles=Sc1cc[nH]c1 multiplicity=1 homo_energy_ha=-0.3080
S 1.1211 2.3257 0.3455
C 0.3654 0.7276 0.1331
C 1.0945 -0.4550 -0.2433
C 0.1459 -1.3817 -0.4541
N -1.1466 -0.8826 -0.2609
C -0.9912 0.4263 0.1135
H 0.9218 2.3914 1.6667
H 2.1143 -0.5424 -0.2839
H 0.1622 -2.4209 -0.7568
H -1.9835 -1.2838 -0.6779
H -1.8038 1.0954 0.4179

Preferred: #ii; penalty for the next structure: 23.7 kcal/mol.

#i
11
Properties=species:S:1:pos:R:3 method="wB97M-V/def2-TZVPD" orbital_gap_ev="7.49 / 7.49" lumo_energy_ev="-1.0 / -1.0" multiplicity=1 homo_energy_ha="-0.3115 / -0.3115"
C 0.0316 -0.6135 -1.2005
C -1.9168 1.0193 -0.6274
C 1.6188 -1.0872 0.7298
C 0.7922 -1.0485 -0.2457
N -2.7766 0.4225 -0.0500
S -3.6327 -0.8214 0.6133
H -0.4457 -1.3761 -1.8101
H -1.8191 2.0325 -0.5143
H -0.9070 0.0958 -1.0666
H 1.3590 -1.5957 1.6286
H 2.6436 -0.7672 0.8347

#ii
11
Properties=species:S:1:pos:R:3 method="wB97M-V/def2-TZVPD" orbital_gap_ev=9.76 lumo_energy_ev=0.4 multiplicity=1 homo_energy_ha=-0.3428
C -0.7584 0.3278 -0.9765
C 0.2047 -0.1658 0.0818
C -1.7546 1.2537 -1.1124
C 1.5924 -1.0247 1.2939
N 1.0395 -1.1301 -0.0288
S 0.4930 0.4042 1.7317
H -0.5513 -0.2710 -1.8626
H -2.2639 1.3545 -2.0491
H -2.0508 1.8974 -0.2997
H 1.4044 -1.8959 1.9174
H 2.6449 -0.7502 1.3044

#iii
11
Properties=species:S:1:pos:R:3 method="wB97M-V/def2-TZVPD" orbital_gap_ev=9.15 lumo_energy_ev=0.3 smiles="C=C(C#N)SC" multiplicity=1 homo_energy_ha=-0.3256
C -1.4954 -1.6297 -0.0067
C -0.7614 -0.5252 -0.0151
C -1.3132 0.7951 -0.0041
N -1.5845 1.9464 0.0221
S 1.0151 -0.7381 0.0254
C 1.8046 0.8671 -0.0055
H -1.0027 -2.6313 -0.0531
H -2.5985 -1.7103 0.0862
H 1.7572 1.3179 0.9758
H 1.3150 1.5923 -0.7113
H 2.8637 0.7160 -0.3136

Preferred: #iii; penalty for the next structure: 12.2 kcal/mol.

#i
17
Properties=species:S:1:pos:R:3 method="wB97M-V/def2-TZVPD" orbital_gap_ev=10.07 lumo_energy_ev=1.1 smiles=N[C@@H]1CN[C@H]2C[C@H]12 multiplicity=1 homo_energy_ha=-0.3280
N 0.6210 -2.0864 -0.2925
C 0.8674 -0.7635 0.3500
C -0.4921 -0.5799 1.1644
N -1.1378 0.8114 0.9048
C -0.7123 0.9544 -0.3742
C 0.3582 1.7328 -1.1108
C 0.6285 0.6303 -0.3084
H -0.1637 -1.8441 -0.7971
H 1.4057 -2.4205 -0.9454
H 1.9526 -1.0226 0.8648
H -1.1946 -1.3839 0.6996
H -0.2406 -0.5316 2.2348
H -2.1814 0.8291 1.1444
H -1.1472 0.2548 -1.1554
H 0.6094 2.8136 -0.8609
H 0.0917 1.3457 -2.1264
H 0.7352 1.2605 0.6084

#ii
17
Properties=species:S:1:pos:R:3 method="wB97M-V/def2-TZVPD" orbital_gap_ev=9.40 lumo_energy_ev=1.2 smiles="C[C@H]1N[C@H]1C1=CN1.[H][H]" multiplicity=1 homo_energy_ha=-0.3005
C -1.8637 -0.2554 0.2649
C -1.0687 -0.3179 -1.0168
N -0.5959 0.8846 -1.6874
C 0.3953 -0.0333 -1.0988
C 1.1483 0.4377 0.0531
C 2.1603 0.6347 0.8065
N 0.8682 1.2524 1.2820
H -2.8727 0.1200 0.0565
H -1.3864 0.3863 1.0107
H -1.9630 -1.2569 0.6966
H -1.4256 -1.0604 -1.7308
H -0.7096 1.6848 -1.0652
H 0.9895 -0.5824 -1.8258
H 3.1687 0.5252 1.1658
H 0.8801 2.2447 1.0104
H 0.9305 -2.6337 0.9721
H 1.3448 -2.0304 1.1063

Preferred: #ii; penalty for the next structure: 28.9 kcal/mol.

#i
12
Properties=species:S:1:pos:R:3 method="wB97M-V/def2-TZVPD" orbital_gap_ev=8.46 lumo_energy_ev=0.5 multiplicity=1 homo_energy_ha=-0.2940
C 0.3255 -2.3267 -0.9446
S 0.0498 -0.4832 -1.0876
N -0.6546 -0.5650 0.5936
C -0.5553 0.4644 1.3572
N 0.0753 1.6659 1.3319
O 0.4932 1.7995 -0.0015
H 1.1371 -2.6896 -1.7320
H 0.8107 -2.5850 0.1917
H -0.6638 -2.8461 -1.0740
H -1.2596 0.3964 2.2895
H -0.8465 2.3010 1.5078
H 1.5138 2.2262 0.2780

#ii
12
Properties=species:S:1:pos:R:3 method="wB97M-V/def2-TZVPD" orbital_gap_ev=9.24 lumo_energy_ev=0.5 smiles=O[C@@H]1CSNN1 multiplicity=1 homo_energy_ha=-0.3195
O 0.5724 0.9183 -1.6718
C 0.5861 0.3706 -0.2344
C 0.2958 -1.1449 -0.1914
S -1.0152 -1.5412 1.0072
N -1.6258 0.0047 0.5564
N -0.3341 1.0542 0.5243
H -0.3302 1.3024 -1.8197
H 1.5651 0.6974 0.0394
H -0.1597 -1.3259 -1.1257
H 1.1552 -1.7965 -0.0805
H -2.1152 0.5638 1.3398
H -0.0323 0.9146 1.4779

Preferred: #ii; penalty for the next structure: 45.4 kcal/mol.